1.
Entry from the Open Molecules 2025 dataset: a 2-piece molecular cluster, C2H7BrO overall at a distorted geometry (the ωB97M-V functional and the def2-TZVPD basis).

Values from the calculation:
Strongest force on any atom: 0.024 Eh/bohr
Total energy: -74277.35463 eV
Relative energy (zero: lowest compared OMol25 entry of this formula, charge and spin): 1.9 kJ/mol
Spin multiplicity: 1
Total charge: 0
SMILES: CCBr.O

Last column: Löwdin charge in e.
Geometry (Å):
C1 0.000 0.000 0.000  -0.242
C2 0.846 1.238 0.299  -0.665
Br1 0.053 2.022 1.896  0.580
H1 -0.041 -0.669 0.876  0.064
H2 0.552 -0.511 -0.807  0.073
H3 -1.030 0.191 -0.344  0.069
H4 1.910 0.959 0.426  0.067
H5 0.792 2.004 -0.499  0.058
O1 -2.052 -2.473 -2.467  -0.093
H6 -2.555 -2.072 -1.723  0.043
H7 -2.743 -2.777 -3.098  0.047



2.
Entry from the Open Molecules 2025 dataset: a 2-piece molecular cluster, C6H13O2 overall at a distorted geometry (the ωB97M-V functional and the def2-TZVPD basis).

Values from the calculation:
Strongest force on any atom: 0.070 Eh/bohr
Total energy: -10524.40044 eV
Relative energy (zero: lowest compared OMol25 entry of this formula, charge and spin): 511.8 kJ/mol
Spin multiplicity: 1
Total charge: -1

Last column: Löwdin charge in e.
Geometry (Å):
C1 0.229 -1.070 3.378  -0.543
O1 0.036 -2.108 4.142  -0.374
C2 -0.184 -1.564 1.744  -0.169
C3 0.765 -0.809 0.617  -0.265
C4 -0.004 0.340 0.030  -0.153
C5 -0.114 0.421 -1.321  -0.232
C6 -1.259 1.110 -1.914  -0.166
H1 1.355 -0.771 3.094  0.078
H2 -0.613 -0.367 3.646  0.065
H3 -0.049 -2.756 1.666  0.108
H4 -1.210 -1.209 1.551  0.048
H5 1.819 -0.683 0.930  0.074
H6 0.921 -1.608 -0.278  0.113
H7 -0.461 1.088 0.808  0.148
H8 0.501 -0.227 -1.964  0.103
H9 -1.378 2.123 -1.526  0.081
H10 -2.121 0.466 -1.991  0.071
H11 -1.235 1.312 -3.005  0.057
H12 0.245 2.368 -3.237  0.007
H13 1.653 1.885 -2.812  0.014
O2 1.104 2.057 -3.558  -0.063



3.
Entry from the Open Molecules 2025 dataset: a 2-piece molecular cluster, C4H8O2 overall at a distorted geometry (the ωB97M-V functional and the def2-TZVPD basis).

Values from the calculation:
Strongest force on any atom: 0.023 Eh/bohr
Total energy: -8370.61942 eV
Relative energy (zero: lowest compared OMol25 entry of this formula, charge and spin): 256.9 kJ/mol
Spin multiplicity: 1
Total charge: 0
SMILES: C=CO.C=CO

Last column: Löwdin charge in e.
Geometry (Å):
C1 -1.618 -1.272 0.014  -0.021
C2 -1.839 -0.059 0.519  -0.283
O1 -1.962 1.058 -0.233  0.002
H1 -1.670 -2.099 0.707  0.048
H2 -1.834 -1.504 -1.022  0.063
H3 -2.160 0.047 1.545  0.113
H4 -1.379 0.944 -0.996  0.093
C3 1.654 0.211 -1.233  -0.015
C4 1.928 0.523 0.026  -0.287
O2 1.880 -0.377 1.040  -0.008
H5 1.557 0.941 -2.022  0.050
H6 1.357 -0.811 -1.422  0.054
H7 2.309 1.490 0.328  0.111
H8 1.307 -1.096 0.741  0.082



4.
Entry from the Open Molecules 2025 dataset: a 2-piece molecular cluster, C2H5OS overall (the ωB97M-V functional and the def2-TZVPD basis).

Values from the calculation:
Strongest force on any atom: 0.019 Eh/bohr
Total energy: -15038.44221 eV
Relative energy (zero: lowest compared OMol25 entry of this formula, charge and spin): 12.6 kJ/mol
Spin multiplicity: 1
Total charge: -1

Last column: Löwdin charge in e.
Geometry (Å):
S1 -1.208 0.298 1.567  -0.119
H1 -0.345 0.289 2.596  -0.410
C1 0.082 0.077 -2.051  -0.041
C2 1.156 -0.336 -1.374  -0.347
O1 1.302 -0.405 -0.046  -0.105
H2 0.133 -0.053 -3.119  0.015
H3 -0.837 0.466 -1.652  0.025
H4 2.066 -0.604 -1.893  0.087
H5 0.423 -0.181 0.423  -0.105



5.
Entry from the Open Molecules 2025 dataset: a 2-piece molecular cluster, C2H3BrO overall at a distorted geometry (the ωB97M-V functional and the def2-TZVPD basis).

Values from the calculation:
Strongest force on any atom: 0.120 Eh/bohr
Total energy: -74206.11326 eV
Relative energy (zero: lowest compared OMol25 entry of this formula, charge and spin): 227.0 kJ/mol
Spin multiplicity: 3
Total charge: 0

Last column: Löwdin charge in e.
Geometry (Å):
C1 -0.213 -1.114 0.911  -0.038
C2 -0.156 1.143 -1.228  -0.476
O1 -0.515 -0.128 0.205  -0.181
Br1 1.742 1.334 -1.154  0.515
H1 0.819 -1.581 0.885  0.100
H2 -0.978 -1.758 1.410  0.088
H3 -0.700 2.104 -1.028  -0.009



6.
Entry from the Open Molecules 2025 dataset: C36H72O12 as an isolated structure at a distorted geometry (the ωB97M-V functional and the def2-TZVPD basis).

Values from the calculation:
Strongest force on any atom: 0.328 Eh/bohr
Total energy: -63014.24557 eV
Relative energy (zero: lowest compared OMol25 entry of this formula, charge and spin): 5323.4 kJ/mol
Spin multiplicity: 1
Total charge: 0

Last column: Löwdin charge in e.
Geometry (Å):
C1 -0.351 3.002 0.132  -0.138
C2 -1.359 2.342 0.912  -0.407
O1 -2.138 1.508 0.406  0.040
C3 -1.464 2.705 2.356  0.021
H1 -0.486 4.081 0.202  0.119
H2 -0.565 2.635 -0.872  0.035
H3 0.657 2.795 0.491  -0.104
H4 -2.463 2.430 2.694  0.012
H5 -1.342 3.767 2.570  0.112
H6 -0.822 2.003 2.888  0.087
C4 -2.825 -3.719 -1.615  -0.039
C5 -1.400 -4.162 -1.941  -0.456
O2 -0.917 -5.196 -1.526  0.059
C6 -0.573 -3.200 -2.780  0.002
H7 -2.922 -2.708 -1.221  0.030
H8 -3.202 -4.420 -0.870  0.094
H9 -3.436 -3.768 -2.516  0.129
H10 -0.327 -2.310 -2.201  -0.038
H11 -1.143 -2.842 -3.637  0.100
H12 0.291 -3.688 -3.230  0.109
C7 0.352 0.946 -0.573  -0.045
C8 -0.002 -0.312 0.251  -0.179
O3 0.737 -0.671 1.166  -0.182
C9 -1.208 -1.125 -0.177  -0.113
H13 -0.536 1.457 -0.946  0.050
H14 0.969 0.706 -1.439  0.073
H15 0.856 1.701 0.029  0.058
H16 -2.122 -0.659 0.191  0.061
H17 -1.170 -2.114 0.280  -0.075
H18 -1.292 -1.381 -1.233  0.125
C10 2.408 0.950 1.013  -0.027
C11 2.673 2.381 0.565  -0.275
O4 1.718 3.170 0.441  0.089
C12 4.061 2.867 0.330  -0.007
H19 2.341 0.315 0.130  0.058
H20 1.459 0.697 1.488  0.074
H21 3.188 0.500 1.628  0.115
H22 4.449 2.908 1.347  0.118
H23 4.017 3.871 -0.093  0.091
H24 4.698 2.207 -0.260  0.101
C13 0.801 0.958 5.410  0.012
C14 0.383 0.212 4.107  -0.310
O5 -0.793 0.140 3.828  -0.013
C15 1.479 -0.236 3.178  -0.035
H25 1.508 1.759 5.194  0.077
H26 1.249 0.292 6.147  0.082
H27 -0.098 1.366 5.872  0.079
H28 0.946 -0.538 2.276  -0.106
H29 2.006 -1.066 3.650  0.143
H30 2.079 0.654 2.990  0.107
C16 -0.009 3.655 -3.571  -0.053
C17 -0.903 3.093 -2.497  -0.358
O6 -0.956 1.914 -2.302  -0.044
C18 -1.776 4.144 -1.727  0.018
H31 0.550 4.403 -3.009  0.123
H32 -0.688 4.112 -4.292  0.122
H33 0.600 2.953 -4.140  0.069
H34 -1.213 4.944 -1.247  0.092
H35 -2.419 3.546 -1.081  0.097
H36 -2.458 4.716 -2.356  0.092
C19 -1.563 -0.244 2.318  -0.111
C20 -3.091 -0.197 2.636  -0.386
O7 -3.699 -1.206 2.804  0.047
C21 -3.824 1.093 2.629  -0.002
H37 -1.261 -0.798 1.429  0.057
H38 -1.107 -0.799 3.137  0.045
H39 -1.120 0.750 2.256  0.064
H40 -4.760 1.072 3.189  0.099
H41 -4.055 1.502 1.645  0.103
H42 -3.232 1.921 3.019  0.024
C22 2.287 -2.251 1.493  -0.064
C23 3.222 -1.519 0.548  -0.354
O8 4.349 -1.252 0.937  0.065
C24 2.857 -1.193 -0.881  -0.082
H43 2.820 -2.935 2.153  0.137
H44 1.490 -2.745 0.937  0.065
H45 1.767 -1.547 2.143  0.007
H46 2.018 -0.496 -0.882  0.050
H47 2.455 -2.047 -1.426  0.130
H48 3.727 -0.789 -1.398  0.111
C25 -0.133 0.049 -3.009  -0.030
C26 0.948 -0.865 -2.520  -0.377
O9 0.700 -1.709 -1.696  -0.145
C27 2.405 -0.487 -2.951  -0.032
H49 -0.217 0.872 -2.299  -0.033
H50 -1.062 -0.516 -3.089  0.123
H51 0.100 0.387 -4.019  0.121
H52 2.986 -1.354 -3.266  0.123
H53 2.938 0.018 -2.145  -0.021
H54 2.201 0.120 -3.833  0.090
C28 -5.283 -3.460 -0.254  -0.014
C29 -4.358 -2.262 -0.492  -0.468
O10 -4.570 -1.427 -1.362  0.072
C30 -3.164 -2.285 0.452  -0.090
H55 -6.046 -3.576 -1.023  0.089
H56 -5.765 -3.224 0.695  0.094
H57 -4.811 -4.434 -0.124  0.079
H58 -3.435 -2.608 1.458  0.118
H59 -2.705 -1.299 0.520  0.018
H60 -2.411 -2.999 0.120  0.056
C31 -0.335 -3.222 0.335  -0.021
C32 0.457 -3.778 1.461  -0.412
O11 0.982 -4.909 1.365  0.072
C33 0.601 -2.915 2.710  -0.055
H61 -0.686 -3.970 -0.375  0.085
H62 0.291 -2.501 -0.191  0.103
H63 -1.189 -2.745 0.816  0.085
H64 0.693 -1.886 2.362  0.023
H65 1.562 -3.220 3.123  0.099
H66 -0.125 -3.042 3.513  0.123
C34 4.053 3.241 -2.435  0.017
C35 3.029 2.142 -2.198  -0.316
O12 3.305 1.171 -1.489  -0.062
C36 1.709 2.258 -2.931  -0.059
H67 3.481 4.147 -2.636  0.099
H68 4.743 2.976 -3.237  0.109
H69 4.689 3.369 -1.559  0.047
H70 1.164 3.157 -2.641  0.046
H71 1.023 1.461 -2.642  0.039
H72 1.858 2.314 -4.009  0.126



7.
Entry from the Open Molecules 2025 dataset: a 2-piece molecular cluster, C3H6NO2S overall at a distorted geometry (the ωB97M-V functional and the def2-TZVPD basis).

Values from the calculation:
Strongest force on any atom: 0.111 Eh/bohr
Total energy: -19627.07161 eV
Relative energy (zero: lowest compared OMol25 entry of this formula, charge and spin): 333.5 kJ/mol
Spin multiplicity: 1
Total charge: -1

Last column: Löwdin charge in e.
Geometry (Å):
C1 -1.347 1.559 -1.635  -0.211
C2 1.245 -1.486 0.501  -0.337
C3 1.981 -0.775 1.521  -0.072
N1 0.782 -2.161 -0.326  0.120
O1 -1.708 0.435 1.032  -0.576
O2 -2.379 -1.207 -0.569  -0.570
S1 -1.376 -0.149 -0.249  0.569
H1 -0.605 1.187 -2.270  -0.054
H2 -0.980 2.438 -1.028  0.008
H3 -2.108 1.865 -2.164  -0.100
H4 1.793 -0.893 2.512  0.035
H5 1.689 0.283 1.263  0.109
H6 3.014 -1.096 1.412  0.079



8.
Entry from the Open Molecules 2025 dataset: C4H5N as an isolated structure at a distorted geometry (the ωB97M-V functional and the def2-TZVPD basis).

Values from the calculation:
Strongest force on any atom: 0.053 Eh/bohr
Total energy: -5714.32492 eV
Relative energy (zero: lowest compared OMol25 entry of this formula, charge and spin): 436.3 kJ/mol
Spin multiplicity: 1
Total charge: 0

Last column: Löwdin charge in e.
Geometry (Å):
C1 -0.904 -0.143 0.300  -0.080
C2 -0.031 0.748 -0.241  -0.167
C3 0.309 1.822 -0.923  0.022
N1 0.024 -2.233 1.250  0.093
C4 -0.069 -1.265 0.468  -0.323
H1 0.739 -2.921 1.028  0.052
H2 -1.914 -0.005 0.665  0.108
H3 0.924 -0.523 -0.072  0.168
H4 -0.288 2.145 -1.768  0.068
H5 1.211 2.377 -0.707  0.060



9.
Entry from the Open Molecules 2025 dataset: C5H13FO2PSr as an isolated structure at a distorted geometry (the ωB97M-V functional and the def2-TZVPD basis).

Values from the calculation:
Strongest force on any atom: 0.185 Eh/bohr
Total energy: -22317.90320 eV
Spin multiplicity: 1
Total charge: +1

Last column: Löwdin charge in e.
Geometry (Å):
C1 -0.794 1.025 -2.838  -0.081
C2 0.487 1.593 -1.978  -0.267
F1 1.632 0.649 -2.173  -0.119
C3 0.152 1.811 -0.359  -0.089
C4 -0.037 0.396 0.448  -0.329
C5 -0.591 0.441 2.022  -0.155
O1 -0.774 -1.016 2.331  -0.408
P1 0.456 -1.928 1.432  0.361
O2 1.131 -0.529 0.570  -0.336
H1 -0.606 -0.053 -3.297  0.099
H2 -1.737 1.087 -2.149  0.076
H3 -0.940 1.745 -3.769  0.090
H4 0.785 2.635 -2.438  0.145
H5 1.073 2.406 0.083  0.133
H6 -0.855 2.447 -0.292  0.143
H7 -0.975 -0.070 -0.100  0.135
H8 -1.527 1.142 2.160  0.141
H9 0.277 0.732 2.788  0.140
H10 -0.085 -3.225 1.860  -0.370
H11 -0.384 -2.179 0.255  0.031
H12 1.453 -2.659 0.658  -0.015
H13 1.418 -1.896 2.541  0.032
Sr1 0.439 -4.553 2.245  1.643



10.
Entry from the Open Molecules 2025 dataset: the molecule C7H13N at a distorted geometry (the ωB97M-V functional and the def2-TZVPD basis).

Values from the calculation:
Strongest force on any atom: 0.124 Eh/bohr
Total energy: -8956.21225 eV
Relative energy (zero: lowest compared OMol25 entry of this formula, charge and spin): 359.0 kJ/mol
Spin multiplicity: 1
Total charge: 0
SMILES: C=C(C)C(=C)CCN

Last column: Löwdin charge in e.
Geometry (Å):
C1 1.334 1.148 1.672  0.065
C2 0.545 -0.010 1.388  -0.334
C3 1.020 -1.288 2.007  -0.076
C4 -0.574 0.105 0.489  -0.380
C5 -1.571 0.911 0.733  0.026
C6 -0.422 -0.726 -0.766  -0.157
C7 0.164 0.091 -1.872  -0.298
N1 -0.457 -0.088 -3.181  -0.035
H1 2.126 1.008 2.572  0.105
H2 0.923 2.132 1.460  0.041
H3 1.824 -1.761 1.382  0.107
H4 1.277 -1.242 3.022  0.056
H5 0.169 -1.930 2.041  0.070
H6 -1.928 1.513 1.723  0.116
H7 -2.317 1.317 -0.083  0.097
H8 0.151 -1.543 -0.433  0.086
H9 -1.400 -1.159 -0.975  0.120
H10 0.402 1.118 -1.616  0.114
H11 1.197 -0.328 -2.061  0.117
H12 -1.134 -0.777 -3.203  0.003
H13 -1.073 0.883 -3.477  0.157



What did the fourth record say?
Entry from the Open Molecules 2025 dataset: a 2-piece molecular cluster, C2H5OS overall (the ωB97M-V functional and the def2-TZVPD basis).

Values from the calculation:
Strongest force on any atom: 0.019 Eh/bohr
Total energy: -15038.44221 eV
Relative energy (zero: lowest compared OMol25 entry of this formula, charge and spin): 12.6 kJ/mol
Spin multiplicity: 1
Total charge: -1

Last column: Löwdin charge in e.
Geometry (Å):
S1 -1.208 0.298 1.567  -0.119
H1 -0.345 0.289 2.596  -0.410
C1 0.082 0.077 -2.051  -0.041
C2 1.156 -0.336 -1.374  -0.347
O1 1.302 -0.405 -0.046  -0.105
H2 0.133 -0.053 -3.119  0.015
H3 -0.837 0.466 -1.652  0.025
H4 2.066 -0.604 -1.893  0.087
H5 0.423 -0.181 0.423  -0.105